DFT (ωB97M-V/def2-TZVPD) results for a molecular structure, C43H42ErN6 in a non-equilibrium geometry.

Geometry as XYZ:
```
92
Properties=species:S:1:pos:R:3:forces:R:3:lowdin_spin:R:1
Er -0.7302 0.1147 0.2172 0.08 0.31 -0.07 3.024
C -0.0786 1.2541 7.1325 -0.98 0.94 -0.69 0.000
C 0.2748 1.1299 5.6440 -0.88 0.35 0.51 0.000
C 0.9733 0.0259 5.1566 1.06 0.06 0.49 0.000
C 1.2651 -0.1304 3.8284 -0.15 0.46 -1.47 0.000
C 0.7304 0.7709 2.8390 -0.67 1.46 1.08 0.000
N 1.0424 0.6222 1.4884 -1.08 -0.37 -0.27 -0.005
C 2.3769 0.6219 1.1722 0.10 -0.45 -1.04 0.000
C 3.2520 1.5010 1.8421 0.78 -0.60 -0.87 0.000
C 4.6210 1.4784 1.5953 -0.27 0.76 0.94 0.000
C 5.1981 0.5992 0.6809 -1.07 0.00 0.24 0.000
C 6.6535 0.6549 0.3684 -0.25 -0.42 0.75 0.000
C 4.3099 -0.2268 -0.0004 -0.26 -0.72 -1.17 0.000
C 2.9043 -0.1906 0.1124 1.79 0.54 1.40 0.000
N 2.2140 -1.0384 -0.8124 -1.78 -0.04 0.19 0.000
C 2.7136 -1.6385 -1.9336 -0.33 0.29 0.97 0.000
C 1.6753 -2.1614 -2.6337 -1.22 -0.49 0.31 0.000
C 0.4970 -1.8836 -1.8803 1.38 0.28 -0.60 0.001
N 0.8086 -1.1935 -0.7712 2.71 -0.66 -1.53 -0.003
C -0.1203 1.8869 3.3158 1.15 -3.12 2.23 0.000
C -0.2581 2.0462 4.7391 0.13 -0.88 -1.42 0.000
N -1.0442 2.5431 2.4957 -0.94 1.97 -3.02 0.000
C -1.4587 3.8645 2.4916 -0.22 -1.36 -0.56 0.000
C -2.2332 4.0920 1.3603 0.61 -0.25 -0.26 0.000
C -2.2058 2.9016 0.5966 1.44 -0.61 2.76 0.000
N -1.4836 1.9533 1.3045 -0.94 2.33 0.68 -0.004
H 0.7200 1.6739 7.6978 0.93 0.35 0.37 0.000
H -0.2887 0.2941 7.5960 -0.27 -0.08 -0.17 0.000
H -0.9359 1.9842 7.2958 0.85 -1.15 -0.30 0.000
H 1.4831 -0.6655 5.8323 -0.56 0.11 0.09 0.000
H 1.9304 -0.9779 3.5159 -0.74 1.02 0.07 0.000
H 2.8492 2.2677 2.4900 -0.13 -0.28 0.21 0.000
H 5.2122 2.1956 2.2058 -0.12 -0.61 -0.77 0.000
H 6.7473 1.1891 -0.5492 0.46 0.38 -0.79 0.000
H 7.0552 -0.3543 0.2520 0.24 0.22 0.06 0.000
H 7.1573 1.2191 1.1596 0.19 -0.31 -0.23 0.000
H 4.6695 -0.9792 -0.7421 0.24 0.97 0.85 0.000
H 3.7601 -1.7459 -2.1755 -0.18 0.37 0.16 0.000
H 1.8067 -2.7346 -3.5328 -0.34 0.01 -0.13 0.000
H -0.5254 -2.0601 -2.1958 0.04 -0.03 0.36 0.000
H -0.8917 2.8318 5.1129 -0.21 0.19 0.04 0.000
H -1.2042 4.5792 3.2547 0.16 -0.23 0.20 0.000
H -2.6281 5.0666 1.0947 -0.10 -0.38 0.00 0.000
H -2.6015 2.6164 -0.3642 -0.07 0.20 0.00 0.000
C 0.4357 -5.5494 0.2998 0.08 1.52 -0.60 0.000
C 0.1179 -4.6146 1.4908 1.23 1.06 0.18 0.000
C 1.4371 -3.9034 2.0153 0.02 -2.29 -0.93 0.000
C -1.0586 -3.6601 1.2827 0.54 -0.19 -1.41 0.001
C -1.0326 -2.3898 1.8242 -1.56 -0.65 -0.40 -0.001
C -2.0799 -1.4805 1.5467 0.01 -1.14 0.61 -0.001
C -3.1096 -1.7714 0.6228 -0.16 -0.10 0.70 -0.002
C -4.1732 -0.7324 0.2598 0.86 0.39 0.58 0.000
C -3.1308 -3.0889 0.1190 0.29 0.89 0.78 0.001
C -2.1306 -3.9902 0.4300 1.06 0.11 -0.34 -0.001
H 1.3469 -6.1501 0.5178 -0.96 0.15 -0.20 0.000
H 0.6040 -4.9717 -0.6742 -0.09 -0.62 1.31 0.000
H -0.4879 -6.1021 0.1739 0.38 -0.86 -0.34 0.000
H -0.1902 -5.2517 2.2855 -0.27 -0.77 0.83 0.000
H 1.8265 -3.2696 1.1959 0.08 -0.10 0.68 0.000
H 2.1553 -4.7664 2.2515 -0.73 1.32 -0.63 0.000
H 1.3410 -3.4094 2.9674 -0.24 0.55 0.13 0.000
H -0.2460 -2.2135 2.5087 0.48 0.87 0.65 0.000
H -2.1058 -0.6446 2.2393 -0.29 0.62 -0.30 0.000
H -4.9279 -0.5512 1.0286 0.34 -0.05 0.27 0.000
H -4.7257 -1.0180 -0.5976 -0.43 -0.53 -0.96 0.000
H -3.7098 0.2400 -0.0117 -0.21 -0.41 0.31 0.000
H -3.9839 -3.4258 -0.4186 -0.41 -0.05 -0.83 0.000
H -2.0348 -4.9007 -0.1601 -0.55 -0.06 0.47 0.000
N -1.3092 0.8824 -1.6616 0.58 -0.51 1.74 -0.007
C -1.3484 1.3348 -2.8106 -1.13 0.04 -1.40 -0.001
C -0.8420 2.6955 -3.2054 -0.83 -1.04 -0.25 0.000
C 0.3840 3.1559 -2.8415 2.61 1.02 0.05 0.000
C 0.9514 4.3120 -3.4311 -1.82 0.12 -0.91 0.000
C 0.1724 4.9744 -4.4095 -0.68 0.41 1.27 0.000
C -1.1840 4.6211 -4.5901 -0.24 -0.27 -0.56 0.000
C -1.6761 3.4410 -4.0131 1.04 0.90 -0.48 0.000
C -2.0655 0.4947 -3.8770 -0.68 0.54 -0.36 0.000
C -1.8033 0.6751 -5.2648 -0.19 -1.17 2.10 0.000
C -2.3029 -0.2565 -6.1266 -0.05 0.24 -2.66 0.000
C -3.2750 -1.1890 -5.7582 0.77 -0.12 -0.94 0.000
C -3.6389 -1.2959 -4.4360 0.09 -0.83 1.02 0.000
C -3.0382 -0.4680 -3.4759 0.61 0.74 -0.52 0.000
H 1.0257 2.5887 -2.1747 -0.23 -0.14 0.16 0.000
H 1.8931 4.7920 -3.1781 0.05 -0.69 0.15 0.000
H 0.5472 5.9039 -4.8499 -0.10 -0.47 -0.02 0.000
H -1.8632 5.2119 -5.2423 0.76 -0.39 0.48 0.000
H -2.6164 2.9767 -4.2128 -0.74 0.44 -0.38 0.000
H -1.1809 1.4400 -5.6566 0.68 0.51 0.08 0.000
H -1.9044 -0.1651 -7.1972 -1.05 -0.40 1.49 0.000
H -3.6707 -1.8330 -6.5477 0.03 0.03 0.50 0.000
H -4.2408 -2.1702 -4.1058 0.00 1.04 -0.28 0.000
H -3.3643 -0.5037 -2.4281 0.48 -0.14 -0.48 0.000
```
Forces are in eV/Å.

Multiplicity ... 4
Energy relative to the best compared isomer or geometry (same formula, charge and spin) ... 49.2 kJ/mol
Total charge ... +1
Molar mass ... 810.1 g mol⁻¹
LUMO level (alpha / beta) ... -2.56 / -2.52 eV
HOMO (alpha / beta) ... -9.5 / -9.5 eV



DFT (ωB97M-V/def2-TZVPD) results for 2 unconnected molecules or ions with the total composition C17H19N6O2PS in a non-equilibrium geometry.

Geometry as XYZ:
```
46
Properties=species:S:1:pos:R:3:forces:R:3:lowdin_charge:R:1
N 4.7142 -7.4294 -0.0770 2.06 12.38 0.24 0.143
C 4.9126 -6.1283 -0.0273 -2.73 -8.89 1.16 -0.089
C 4.9099 -4.5580 0.4685 0.53 -0.82 0.56 -0.326
N 6.3175 -3.9786 0.2203 0.52 -1.82 -7.64 0.007
C 6.6461 -4.1310 -1.1262 -2.79 3.28 1.90 -0.499
S 6.6252 -3.7381 -2.8197 0.51 -1.79 5.81 0.648
C 3.7527 -3.6220 -0.2220 1.10 1.66 0.92 -0.279
C 3.8177 -2.1487 0.5561 1.98 7.90 3.40 -0.095
N 4.0193 -0.9689 1.1018 -2.18 -11.20 -5.18 0.095
P 1.9708 -4.3232 -0.1368 -4.23 -2.26 -3.21 0.720
N 1.4953 -4.7345 -1.6403 0.96 1.99 2.76 -0.202
O 0.8053 -3.1661 0.5017 2.08 -0.33 -0.68 -0.273
O 1.8330 -5.7940 0.8150 0.05 4.48 0.55 -0.200
H 4.7529 -4.4598 1.6477 0.34 -0.78 -2.68 0.172
H 3.9723 -3.3755 -1.3590 -0.56 -0.72 2.35 0.120
H 0.6392 -4.1968 -1.9147 0.93 -0.90 0.36 -0.014
H 0.6514 -2.4247 -0.1602 0.58 -1.73 0.90 0.062
H 1.4673 -5.5720 1.7354 0.77 -0.51 -1.60 0.104
C 2.6535 1.7494 0.2623 0.29 -0.12 0.05 0.022
N 1.2002 1.9932 0.1641 -0.55 0.30 -0.13 -0.075
C 0.3416 0.9970 0.4780 -0.70 0.43 -0.12 0.035
C -1.0389 1.2087 0.4356 0.43 -0.23 0.02 0.063
C -1.5511 2.4584 0.0735 1.12 -0.08 0.03 -0.139
C -0.6289 3.4558 -0.2670 0.20 0.04 0.05 0.061
C 0.7413 3.2035 -0.2170 -0.72 -0.18 0.09 0.039
C -2.9979 2.7410 0.0709 -1.05 0.32 0.01 -0.137
C -3.5247 3.7713 0.8592 -0.21 0.15 0.01 0.062
C -4.8854 4.0716 0.8191 0.59 -0.32 -0.18 0.039
N -5.7169 3.3751 0.0151 0.63 -0.05 0.18 -0.082
C -5.2498 2.3563 -0.7422 0.77 0.07 0.20 0.037
C -3.8938 2.0216 -0.7261 -0.49 -0.01 -0.08 0.064
C -7.1472 3.7317 -0.0587 -0.30 0.00 -0.11 0.047
H 2.8970 0.8959 -0.3756 0.08 0.14 0.28 0.092
H 2.8816 1.5372 1.3106 0.11 -0.10 -0.30 0.107
H 3.2036 2.6331 -0.0685 -0.22 -0.16 0.05 0.111
H 0.7684 0.0413 0.7726 0.07 0.23 0.00 0.146
H -1.7025 0.3903 0.7127 0.21 0.17 -0.05 0.145
H -0.9664 4.4437 -0.5778 0.13 -0.23 0.07 0.145
H 1.4709 3.9678 -0.4723 -0.08 -0.25 0.08 0.158
H -2.8813 4.3536 1.5177 -0.20 -0.12 -0.15 0.146
H -5.3102 4.8720 1.4205 0.00 -0.22 -0.19 0.158
H -5.9668 1.8273 -1.3649 0.08 0.16 0.15 0.162
H -3.5482 1.2092 -1.3635 -0.14 0.18 0.13 0.145
H -7.7307 2.8448 0.1988 0.00 0.21 -0.09 0.121
H -7.3526 4.0575 -1.0824 -0.11 -0.07 0.23 0.122
H -7.3673 4.5412 0.6419 0.12 -0.22 -0.16 0.112
```
Forces are in eV/Å.

Total charge ... +2
Molar mass ... 402.4 g mol⁻¹
LUMO level ... -7.86 eV
HOMO ... -13.0 eV



DFT (ωB97M-V/def2-TZVPD) results for 2 unconnected molecules or ions with the total composition CH7N2S2 in a non-equilibrium geometry.

Geometry as XYZ:
```
12
Properties=species:S:1:pos:R:3:forces:R:3:lowdin_charge:R:1
N -0.3418 1.6357 1.9646 0.00 -0.14 -0.07 0.176
C -0.6031 0.8828 0.9038 -0.56 0.45 0.88 -0.174
N 0.2823 0.4566 0.0562 -0.39 -0.15 0.02 0.173
H 0.6129 1.9132 2.2207 -0.70 -0.16 -0.20 0.150
H -1.0991 1.9194 2.5915 0.51 -0.18 -0.44 0.146
H -1.6607 0.6017 0.7466 0.72 0.17 0.02 0.176
H -0.0338 -0.1522 -0.7144 0.22 0.11 -0.08 -0.020
H 1.2567 0.6796 0.1585 0.24 0.03 -0.07 0.140
S -0.5925 -1.5239 -2.3836 0.54 -0.40 0.05 0.298
S 1.3282 -2.3667 -2.5305 -0.13 0.78 0.61 0.307
H -1.0646 -2.4129 -1.4923 -0.14 0.00 -0.08 -0.171
H 1.9155 -1.6333 -1.5212 -0.31 -0.52 -0.64 -0.201
```
Forces are in eV/Å.

Energy relative to the best compared isomer or geometry (same formula, charge and spin) ... 17.4 kJ/mol
Total charge ... +1
Molar mass ... 111.2 g mol⁻¹
LUMO level ... -3.64 eV
HOMO ... -13.2 eV



DFT (ωB97M-V/def2-TZVPD) results for 2 unconnected molecules or ions with the total composition C4H4N2O.

Geometry as XYZ:
```
11
Properties=species:S:1:pos:R:3:forces:R:3:lowdin_charge:R:1
O 2.4922 -1.2677 -0.0547 -0.45 0.11 0.01 0.082
C 1.3155 -1.0146 -0.0346 0.29 -0.14 -0.02 -0.449
C 0.9084 0.4879 0.0609 -0.16 0.11 0.02 0.055
C -0.3917 0.4438 0.0610 -0.05 -0.49 -0.03 -0.110
N -1.3964 -0.2702 0.0170 0.38 0.30 0.02 0.131
C -0.9515 -1.6028 -0.0667 0.19 -0.16 -0.02 -0.164
N 0.2803 -1.9591 -0.0913 -0.19 0.24 0.02 0.146
H 1.6701 1.2462 0.1128 -0.12 -0.11 -0.01 0.115
H -1.0626 3.0970 -0.2674 -0.05 0.03 0.13 0.030
H -1.2693 3.1409 0.4485 0.04 -0.01 -0.13 0.037
H -1.7449 -2.3425 -0.1141 0.11 0.14 0.01 0.128
```
Forces are in eV/Å.

Energy relative to the best compared isomer or geometry (same formula, charge and spin) ... 370.6 kJ/mol
Molar mass ... 96.1 g mol⁻¹
LUMO level ... -1.33 eV
SMILES ... O=C1C=C=NC=N1.[H][H]
HOMO ... -9.6 eV



DFT (ωB97M-V/def2-TZVPD) results for 2 unconnected molecules or ions with the total composition CH6N2O4P in a non-equilibrium geometry.

Geometry as XYZ:
```
14
Properties=species:S:1:pos:R:3:forces:R:3:lowdin_charge:R:1
C 1.5659 0.1664 0.0377 0.55 0.04 -1.72 -0.521
N -0.2689 -0.1062 -1.0012 -0.50 0.92 -0.58 -0.174
N 1.5546 -1.1009 0.6111 2.39 0.28 -2.71 0.055
O -2.9237 0.4940 -0.5947 0.87 -0.44 0.72 -0.239
O -1.1974 1.5299 0.8652 0.80 2.46 0.62 -0.156
O -1.4549 -0.9158 1.0510 -0.57 -1.00 0.88 -0.368
O 1.4537 1.2657 0.6374 0.29 -1.33 0.04 -0.125
P -1.3736 0.2100 0.1014 -2.61 -3.21 -1.34 0.175
H 2.0316 0.1239 -1.0208 -0.42 0.20 1.51 0.121
H -0.1952 0.7598 -1.5070 0.28 0.49 -0.92 -0.012
H 1.5389 -1.8528 -0.1625 -0.73 1.67 2.42 0.129
H -3.5750 -0.1558 -0.2578 0.94 0.46 -0.12 0.041
H 0.9788 -1.0691 1.4015 -1.41 -1.08 1.06 0.041
H -0.2154 1.5397 1.0126 0.11 0.54 0.14 0.034
```
Forces are in eV/Å.

Energy relative to the best compared isomer or geometry (same formula, charge and spin) ... 114.4 kJ/mol
Total charge ... -1
Molar mass ... 141.0 g mol⁻¹
LUMO level ... 4.05 eV
HOMO ... -4.3 eV



DFT (ωB97M-V/def2-TZVPD) results for a molecular structure, C12H19AsCsN2O4S in a non-equilibrium geometry.

Geometry as XYZ:
```
40
Properties=species:S:1:pos:R:3:forces:R:3:lowdin_charge:R:1
Cs -0.7313 -0.0212 -0.0900 0.49 -0.27 -1.13 0.945
C 4.5657 0.0932 -3.0989 -0.02 -0.03 -0.03 -0.059
O 4.4367 0.8220 -1.8804 -0.02 0.05 0.09 -0.049
C 3.2314 0.6706 -1.2694 -0.02 -0.17 -0.15 -0.580
O 2.3384 -0.0084 -1.7149 0.05 0.13 0.13 0.046
N 3.2321 1.3882 -0.1170 0.05 0.11 0.13 -0.015
N 2.1083 1.4176 0.6964 -0.02 -0.07 -0.10 0.014
H 5.5645 0.3089 -3.4683 -0.01 0.00 0.01 0.088
H 3.8153 0.4147 -3.8201 0.01 -0.02 0.00 0.094
H 4.4493 -0.9753 -2.9210 0.00 0.02 -0.02 0.094
H 4.0704 1.8943 0.1228 -0.03 -0.02 -0.01 0.147
H 1.7319 2.3508 0.7894 0.00 -0.02 0.07 0.095
H 2.2774 1.0028 1.6026 -0.02 0.05 0.01 0.099
O -1.4777 1.8544 4.1079 -0.08 -0.04 -0.05 -0.054
C -1.9188 1.1283 3.2000 -0.37 -0.10 0.37 -0.682
O -1.3174 0.8497 2.1325 0.31 0.44 0.42 -0.476
C -3.3138 0.4969 3.3806 0.01 0.02 0.07 -0.142
C -3.9683 0.9156 4.5419 -0.02 0.05 0.09 -0.068
C -5.2203 0.4687 4.9180 0.01 0.06 0.07 -0.132
C -5.8584 -0.4551 4.1012 -0.03 -0.07 -0.08 -0.136
C -5.2372 -0.8870 2.9479 -0.14 0.05 0.18 -0.192
C -3.9667 -0.4359 2.5325 -0.04 -0.16 -0.19 -0.654
S -3.4628 -1.1615 0.9932 -0.04 0.02 0.17 0.258
H -3.4234 1.6244 5.1518 -0.02 0.00 0.02 0.098
H -5.6882 0.8267 5.8286 0.02 0.01 0.00 0.079
H -6.8393 -0.8436 4.3577 0.00 0.01 0.01 0.083
H -5.7317 -1.6080 2.3092 0.01 0.01 0.00 0.062
C -1.4071 -2.6260 -4.9322 0.11 0.00 0.06 -0.362
As -1.2217 -2.1726 -3.0207 -0.22 -0.12 -0.24 0.985
C -0.1620 -3.7362 -2.4840 -0.02 0.01 -0.05 -0.343
C -2.9737 -2.8569 -2.4651 0.11 0.08 0.01 -0.340
H -1.7787 -3.6424 -5.0708 0.00 -0.01 0.05 0.016
H -0.4390 -2.5290 -5.4251 -0.01 0.00 -0.01 0.007
H -2.1012 -1.9278 -5.4000 0.00 0.00 0.02 0.010
H -0.6040 -4.6556 -2.8712 0.01 0.00 0.00 0.019
H -0.1309 -3.7887 -1.3958 0.00 0.01 0.00 0.018
H 0.8567 -3.6317 -2.8569 0.00 -0.02 0.01 0.011
H -3.1175 -3.8641 -2.8584 -0.03 -0.01 0.04 0.020
H -3.7495 -2.1963 -2.8507 -0.01 -0.01 0.00 0.022
H -3.0515 -2.8545 -1.3768 -0.02 -0.01 0.01 -0.023
```
Forces are in eV/Å.

Total charge ... -1
Molar mass ... 495.2 g mol⁻¹
LUMO level ... 1.76 eV
HOMO ... -2.9 eV



Repeat the sixth record exactly.
DFT (ωB97M-V/def2-TZVPD) results for a molecular structure, C12H19AsCsN2O4S in a non-equilibrium geometry.

Geometry as XYZ:
```
40
Properties=species:S:1:pos:R:3:forces:R:3:lowdin_charge:R:1
Cs -0.7313 -0.0212 -0.0900 0.49 -0.27 -1.13 0.945
C 4.5657 0.0932 -3.0989 -0.02 -0.03 -0.03 -0.059
O 4.4367 0.8220 -1.8804 -0.02 0.05 0.09 -0.049
C 3.2314 0.6706 -1.2694 -0.02 -0.17 -0.15 -0.580
O 2.3384 -0.0084 -1.7149 0.05 0.13 0.13 0.046
N 3.2321 1.3882 -0.1170 0.05 0.11 0.13 -0.015
N 2.1083 1.4176 0.6964 -0.02 -0.07 -0.10 0.014
H 5.5645 0.3089 -3.4683 -0.01 0.00 0.01 0.088
H 3.8153 0.4147 -3.8201 0.01 -0.02 0.00 0.094
H 4.4493 -0.9753 -2.9210 0.00 0.02 -0.02 0.094
H 4.0704 1.8943 0.1228 -0.03 -0.02 -0.01 0.147
H 1.7319 2.3508 0.7894 0.00 -0.02 0.07 0.095
H 2.2774 1.0028 1.6026 -0.02 0.05 0.01 0.099
O -1.4777 1.8544 4.1079 -0.08 -0.04 -0.05 -0.054
C -1.9188 1.1283 3.2000 -0.37 -0.10 0.37 -0.682
O -1.3174 0.8497 2.1325 0.31 0.44 0.42 -0.476
C -3.3138 0.4969 3.3806 0.01 0.02 0.07 -0.142
C -3.9683 0.9156 4.5419 -0.02 0.05 0.09 -0.068
C -5.2203 0.4687 4.9180 0.01 0.06 0.07 -0.132
C -5.8584 -0.4551 4.1012 -0.03 -0.07 -0.08 -0.136
C -5.2372 -0.8870 2.9479 -0.14 0.05 0.18 -0.192
C -3.9667 -0.4359 2.5325 -0.04 -0.16 -0.19 -0.654
S -3.4628 -1.1615 0.9932 -0.04 0.02 0.17 0.258
H -3.4234 1.6244 5.1518 -0.02 0.00 0.02 0.098
H -5.6882 0.8267 5.8286 0.02 0.01 0.00 0.079
H -6.8393 -0.8436 4.3577 0.00 0.01 0.01 0.083
H -5.7317 -1.6080 2.3092 0.01 0.01 0.00 0.062
C -1.4071 -2.6260 -4.9322 0.11 0.00 0.06 -0.362
As -1.2217 -2.1726 -3.0207 -0.22 -0.12 -0.24 0.985
C -0.1620 -3.7362 -2.4840 -0.02 0.01 -0.05 -0.343
C -2.9737 -2.8569 -2.4651 0.11 0.08 0.01 -0.340
H -1.7787 -3.6424 -5.0708 0.00 -0.01 0.05 0.016
H -0.4390 -2.5290 -5.4251 -0.01 0.00 -0.01 0.007
H -2.1012 -1.9278 -5.4000 0.00 0.00 0.02 0.010
H -0.6040 -4.6556 -2.8712 0.01 0.00 0.00 0.019
H -0.1309 -3.7887 -1.3958 0.00 0.01 0.00 0.018
H 0.8567 -3.6317 -2.8569 0.00 -0.02 0.01 0.011
H -3.1175 -3.8641 -2.8584 -0.03 -0.01 0.04 0.020
H -3.7495 -2.1963 -2.8507 -0.01 -0.01 0.00 0.022
H -3.0515 -2.8545 -1.3768 -0.02 -0.01 0.01 -0.023
```
Forces are in eV/Å.

Total charge ... -1
Molar mass ... 495.2 g mol⁻¹
LUMO level ... 1.76 eV
HOMO ... -2.9 eV



> The lowest molar mass belongs to which entry?

C4H4N2O